Entry 1:
# C41H34CrN2O2P2S2

A molecular structure, C41H34CrN2O2P2S2 at a distorted geometry (ωB97M-V/def2-TZVPD, the Open Molecules 2025 dataset).

```
84
Properties=species:S:1:pos:R:3:forces:R:3:mulliken_charge:R:1
Cr 0.0307 0.3908 -0.3714 0.34 1.78 1.34 -0.6629
O 1.3767 -0.7778 0.3257 0.55 -0.51 0.38 -0.1436
C 2.4533 -1.1359 -0.2413 -0.18 0.19 -0.61 0.1735
C 3.5478 -1.5893 0.5404 0.19 -0.22 0.17 -0.8608
C 4.7156 -2.0250 -0.0288 -0.31 0.10 0.13 -0.4114
C 4.8730 -2.0259 -1.4195 0.34 -0.16 -0.33 -0.6870
C 3.8497 -1.5718 -2.2125 -0.21 0.05 0.03 -0.7618
C 2.6326 -1.1152 -1.6749 0.71 -0.37 0.87 0.8964
C 1.6287 -0.6498 -2.5526 -1.51 0.80 0.03 -0.4674
N 0.4973 -0.0947 -2.2038 1.96 -1.29 -1.04 0.7356
C -0.3452 0.4012 -3.2689 -0.72 0.27 -0.71 -1.1908
C -1.5025 1.1650 -2.6027 0.21 -0.14 0.04 -0.1143
N -0.9391 1.7998 -1.4430 -1.07 -1.06 0.16 1.1052
C -0.6159 3.0746 -1.5985 0.51 1.35 -0.19 -1.4037
C 0.4493 3.7565 -0.9826 -0.13 -0.21 -0.30 1.3797
C 0.6125 5.1434 -1.1977 -0.06 0.14 0.03 -0.8943
C 1.7370 5.8173 -0.7777 0.22 0.22 0.06 -0.5197
C 2.7453 5.1286 -0.1051 0.16 0.70 -0.04 -0.5799
C 2.6169 3.7776 0.1423 -0.52 -0.66 -0.01 -0.8996
C 1.4918 3.0398 -0.2852 0.53 1.42 -0.01 0.4433
O 1.4727 1.7746 -0.1082 -0.36 -1.56 0.03 -0.3782
H 3.4053 -1.5850 1.6126 -0.01 0.00 0.03 0.4066
H 5.5260 -2.3731 0.6006 0.02 -0.01 0.05 0.3819
H 5.7906 -2.3937 -1.8644 0.00 0.06 -0.01 0.3565
H 3.9760 -1.5543 -3.2897 -0.03 -0.02 -0.07 0.3199
H 1.8430 -0.7273 -3.6257 -0.03 0.00 0.10 0.1536
H -0.7295 -0.4260 -3.8844 0.15 0.04 0.01 0.4634
H 0.2350 1.0843 -3.9137 -0.14 -0.13 0.19 0.5874
H -2.2518 0.4356 -2.2931 -0.05 0.03 -0.06 -0.7494
H -1.9557 1.8879 -3.3004 0.06 -0.09 0.03 0.5150
H -1.1748 3.6376 -2.3588 -0.05 0.04 0.14 -0.0254
H -0.1697 5.6810 -1.7292 -0.01 -0.05 0.00 0.2833
H 1.8440 6.8776 -0.9711 -0.02 0.11 -0.02 0.3339
H 3.6354 5.6550 0.2208 0.04 0.05 0.04 0.3614
H 3.3885 3.2271 0.6630 0.09 -0.09 0.01 0.3666
S 0.1729 -3.5788 -0.1913 0.42 -0.55 -0.02 -0.7078
P -1.4860 -2.5797 -0.5020 0.14 1.89 0.10 1.8621
C -1.5798 -0.8649 -0.1550 -1.35 -1.98 1.14 0.5541
P -2.1114 -0.4302 1.4367 0.73 0.77 -1.26 1.9066
S -0.7043 0.7796 2.1945 0.16 -0.01 -0.02 -0.8144
C -3.5739 0.6746 1.3656 -0.09 0.12 0.12 -0.2495
C -4.0866 1.1921 2.5568 0.13 -0.21 -0.25 -0.4655
C -5.0890 2.1361 2.5289 -0.22 0.19 0.13 -0.7258
C -5.5774 2.6055 1.3154 0.02 -0.06 -0.20 -0.4821
C -5.0584 2.1067 0.1276 -0.35 0.32 0.16 -0.9544
C -4.0624 1.1486 0.1553 0.17 -0.41 0.05 0.2398
C -2.6676 -1.6865 2.6303 -0.22 -0.28 0.08 0.2302
C -1.7409 -2.4250 3.3685 -0.06 0.41 -0.28 -0.4465
C -2.1741 -3.4219 4.2185 -0.25 -0.28 0.30 -0.7417
C -3.5307 -3.7045 4.3486 0.18 0.18 -0.07 -0.5240
C -4.4516 -2.9754 3.6099 -0.16 -0.28 0.31 -0.6461
C -4.0292 -1.9781 2.7583 0.46 0.18 -0.08 -0.2930
C -1.8919 -2.6404 -2.2863 -0.20 -0.34 -0.47 0.3445
C -2.9789 -1.9272 -2.8052 0.31 -0.19 0.43 0.3757
C -3.2894 -1.9938 -4.1449 -0.17 -0.06 -0.49 -0.6178
C -2.5271 -2.7743 -5.0059 0.16 -0.08 0.17 -0.6110
C -1.4332 -3.4738 -4.5014 -0.30 0.11 -0.62 -0.6723
C -1.1243 -3.4096 -3.1601 -0.06 0.17 0.48 -0.7315
C -2.8599 -3.5482 0.2291 -0.32 -0.53 -0.12 0.3917
C -2.5428 -4.6719 0.9961 0.11 0.42 -0.20 -0.7140
C -3.5264 -5.5249 1.4423 -0.51 -0.23 0.12 -0.7080
C -4.8577 -5.2908 1.1229 0.16 0.07 -0.03 -0.5693
C -5.1861 -4.1623 0.3840 -0.42 -0.25 0.08 -0.9382
C -4.2053 -3.2952 -0.0510 0.46 0.04 -0.06 -0.1223
H -3.6672 0.8450 3.4927 -0.05 0.06 0.09 0.4199
H -5.4933 2.5238 3.4549 0.00 0.05 0.08 0.3688
H -6.3509 3.3638 1.2967 -0.03 0.01 0.00 0.3435
H -5.4318 2.4756 -0.8199 0.03 0.02 -0.03 0.4074
H -3.6440 0.7590 -0.7629 0.13 -0.03 -0.01 0.1463
H -0.6861 -2.2093 3.2574 0.06 0.05 -0.04 0.3387
H -1.4583 -3.9983 4.7882 0.11 -0.03 0.02 0.3865
H -3.8662 -4.4939 5.0106 0.02 -0.01 0.01 0.3639
H -5.5079 -3.1967 3.6933 -0.06 -0.03 -0.01 0.3810
H -4.7495 -1.4244 2.1722 -0.03 -0.01 0.01 0.3639
H -3.5754 -1.3093 -2.1473 0.09 0.05 0.05 -0.5088
H -4.1331 -1.4319 -4.5304 0.00 0.00 0.00 0.3916
H -2.7858 -2.8371 -6.0553 0.04 0.02 -0.06 0.3507
H -0.8261 -4.0724 -5.1690 0.04 -0.04 -0.03 0.4048
H -0.2775 -3.9442 -2.7507 0.05 -0.04 0.03 0.4055
H -1.5022 -4.8552 1.2280 0.02 -0.01 -0.08 0.2908
H -3.2609 -6.3830 2.0459 0.03 -0.07 0.04 0.4266
H -5.6277 -5.9723 1.4605 -0.07 -0.01 0.01 0.3770
H -6.2261 -3.9599 0.1515 0.00 0.02 -0.02 0.3628
H -4.4850 -2.4130 -0.6078 0.00 0.06 -0.04 0.2970
```
Forces are in eV/Å.

Computed properties:
Energy: -4366.439759 Eh
Spin multiplicity: 5
Total charge: -2

***

Entry 2:
# C3H9NO2

2 unconnected molecules or ions with the total composition C3H9NO2 at a distorted geometry (ωB97M-V/def2-TZVPD, the Open Molecules 2025 dataset).

```
15
Properties=species:S:1:pos:R:3:forces:R:3:mulliken_charge:R:1
C 1.2013 0.8332 1.2808 0.31 -0.03 0.67 -0.9796
C 1.0910 -0.1401 0.1622 1.15 -1.26 -0.73 0.6747
O 1.3147 0.0610 -0.9997 -0.61 0.71 0.01 -0.5278
O 0.9269 -1.4440 0.5891 -0.23 0.84 0.87 -0.4837
H 0.8287 1.8248 1.0486 -0.33 -0.10 -0.13 0.3290
H 2.2498 0.9926 1.5393 0.16 -0.21 -0.25 0.3150
H 0.7609 0.3808 2.1633 -0.32 0.33 0.09 0.2960
H 0.2092 -1.8229 0.0799 -0.18 -0.23 -0.47 0.3639
C -2.1097 1.0027 -0.3813 0.33 0.23 0.48 -0.7508
N -1.8743 -0.4084 -0.6543 0.08 -0.09 0.36 -0.4685
H -1.1578 1.5207 -0.2865 0.12 0.06 -0.42 0.1759
H -2.5324 1.1292 0.6187 -0.32 -0.22 -0.15 0.2928
H -2.7371 1.5209 -1.1089 -0.01 0.05 -0.02 0.3182
H -2.7484 -0.9043 -0.6477 -0.20 -0.24 -0.07 0.2141
H -1.4359 -0.5593 -1.5486 0.04 0.15 -0.25 0.2308
```
Forces are in eV/Å.

Computed properties:
Energy: -324.936533 Eh
SMILES: CC(=O)O.CN

***

Entry 3:
# C31H78CdF3O11

A molecular structure, C31H78CdF3O11 at a distorted geometry (ωB97M-V/def2-TZVPD, the Open Molecules 2025 dataset).

```
124
Properties=species:S:1:pos:R:3:forces:R:3:mulliken_charge:R:1
Cd 8.1410 9.8941 -7.5252 1.33 0.44 -0.40 1.0013
C 11.2938 12.4375 -8.9848 -1.50 -2.19 -0.38 0.0481
O 10.2844 11.9333 -9.8837 0.97 0.16 0.89 -0.2714
O 10.9599 11.6276 -7.8778 0.48 1.03 -0.71 -0.4176
C 12.7388 12.3557 -9.6264 -0.11 -0.35 1.14 0.7068
F 13.0347 11.2358 -10.2869 -0.58 0.09 0.02 -0.2090
F 12.9579 13.3994 -10.4033 -0.77 0.62 -1.40 -0.2592
F 13.6276 12.5134 -8.6682 0.59 -0.51 1.45 -0.2527
C 9.9710 12.5994 -11.1040 -0.80 -0.22 0.29 -0.3221
C 10.3254 11.6235 -12.1763 -0.20 0.62 -1.42 -1.0513
H 9.7626 10.6904 -12.2022 0.25 -0.03 0.59 0.2983
H 9.9375 12.1655 -13.0387 0.32 -0.11 -0.68 0.3713
H 11.4023 11.4948 -12.2848 -0.18 -0.21 0.02 0.3071
H 10.4341 13.5729 -11.2648 0.28 -0.11 0.36 0.3179
H 8.8895 12.7340 -11.0872 -0.06 0.24 -0.04 0.3558
H 11.0803 13.4836 -8.7650 0.12 0.36 0.20 0.3724
C 11.4697 14.1523 -0.1812 -1.05 -0.29 1.18 -1.3554
C 11.7511 13.8768 -1.6377 -1.23 0.19 0.05 0.6857
C 13.1800 13.9996 -1.9134 2.00 0.41 -0.78 -1.2527
O 11.2672 12.5848 -1.9964 -0.25 -0.83 0.69 -0.5455
H 11.7823 13.3325 0.4656 0.24 -0.27 -0.25 0.3537
H 10.4097 14.2708 0.0435 -0.23 -0.17 -0.34 0.3247
H 11.8962 15.0402 0.2854 0.47 0.17 -0.71 0.3659
H 11.1524 14.5313 -2.2712 0.24 0.74 0.10 0.1558
H 13.4179 13.6996 -2.9340 0.01 -0.06 -0.18 0.3463
H 13.8196 13.4075 -1.2588 -0.24 -0.18 0.16 0.3142
H 13.5259 15.0295 -1.8244 -0.10 0.12 0.08 0.3350
H 11.4731 12.4120 -2.9180 0.14 0.15 -0.01 0.2730
C 5.6796 18.3291 -8.1666 1.60 0.41 -0.75 -1.2204
C 7.0475 17.6189 -8.5040 -1.68 -0.02 -0.04 0.5542
C 8.2359 18.4169 -8.9234 0.04 1.48 -0.47 -1.3408
O 7.4140 16.8699 -7.3789 0.36 -0.93 0.78 -0.5506
H 5.8107 19.1189 -7.4269 0.15 -0.23 0.39 0.3072
H 4.9818 17.5727 -7.8076 -0.01 0.20 -0.17 0.3000
H 5.3286 18.8816 -9.0382 -0.36 -0.36 -0.20 0.3560
H 6.8287 16.8934 -9.2875 -0.07 -0.17 -0.08 0.1999
H 8.0844 19.0380 -9.8062 -0.25 -0.24 -0.28 0.3661
H 9.1101 17.7931 -9.1098 -0.09 -0.06 0.18 0.3028
H 8.4521 19.1726 -8.1682 0.31 -0.10 0.37 0.3800
H 7.9515 17.4421 -6.8264 0.02 -0.01 0.25 0.3458
C 11.8237 6.3172 -10.6435 1.15 -0.55 -0.54 -1.3187
C 10.5118 6.0531 -9.9878 -1.07 0.29 -0.96 0.5799
C 10.1635 4.6597 -9.5259 -0.10 -0.33 0.10 -1.2781
O 10.3801 6.9804 -8.9212 -0.16 0.36 0.63 -0.4900
H 12.0375 5.7076 -11.5215 -0.41 -0.15 -0.10 0.3679
H 12.6676 6.0927 -9.9912 0.11 0.28 0.32 0.3646
H 11.8404 7.3546 -10.9776 0.21 0.03 0.20 0.3010
H 9.8016 6.3968 -10.7398 -0.55 -0.22 0.07 0.1941
H 10.1606 3.9255 -10.3316 0.44 0.03 -0.06 0.3637
H 9.1515 4.5978 -9.1258 -0.06 0.40 0.07 0.3228
H 10.8225 4.3586 -8.7116 0.20 -0.21 -0.13 0.2773
H 11.2409 6.9410 -8.4980 0.09 0.28 0.53 0.3159
C 20.1159 14.2518 -7.9005 -0.56 0.09 -0.12 -1.2340
C 21.1266 14.1836 -9.0401 -0.50 0.96 -0.62 0.4508
C 20.6211 14.6975 -10.4426 -0.29 -0.47 1.34 -1.1583
O 22.2352 14.9778 -8.6276 0.47 -0.47 -0.12 -0.5434
H 20.5236 13.8609 -6.9683 0.24 -0.14 -0.16 0.3007
H 19.1989 13.7002 -8.1078 -0.03 -0.11 -0.16 0.3321
H 19.8225 15.2770 -7.6752 0.09 0.17 -0.24 0.3028
H 21.4460 13.1457 -9.1335 0.01 -0.14 -0.22 0.2930
H 19.8145 14.0205 -10.7238 -0.01 0.03 -0.43 0.3151
H 21.3928 14.7509 -11.2106 0.13 -0.42 0.21 0.3034
H 20.2033 15.7029 -10.3911 -0.03 0.04 0.35 0.2937
H 22.9633 14.3529 -8.6588 0.46 0.47 0.15 0.3441
C 5.3418 16.6764 -17.0111 0.57 -0.15 -0.39 -1.2856
C 6.7637 17.0684 -16.4744 0.41 -0.71 0.81 0.5213
C 7.1856 16.3480 -15.1779 -0.73 0.03 0.33 -1.1990
O 7.8396 16.7164 -17.3625 -1.02 0.26 -1.22 -0.5561
H 4.5378 16.6191 -16.2773 0.51 0.04 0.65 0.3384
H 5.3454 15.7054 -17.5065 0.36 -0.17 0.12 0.3460
H 4.9036 17.3447 -17.7524 0.62 0.38 -0.12 0.3301
H 6.7883 18.1367 -16.2592 -0.09 0.22 -0.28 0.2124
H 8.2647 16.2420 -15.0669 0.14 0.36 -0.33 0.3848
H 6.8308 15.3174 -15.1895 -0.33 0.04 0.26 0.2720
H 6.8664 16.9163 -14.3043 -0.41 -0.36 0.21 0.3208
H 8.6486 17.0519 -16.9692 -0.03 0.06 -0.04 0.3154
C 16.2691 18.8701 -8.3330 -1.11 0.43 0.41 -1.0187
C 15.4292 19.4007 -7.1417 0.93 -0.06 1.03 0.2808
C 14.8393 18.2963 -6.2637 -0.26 -0.05 -1.24 -1.1364
O 16.2377 20.2659 -6.3019 -0.64 0.14 -0.74 -0.5470
H 16.3115 19.6209 -9.1221 0.32 0.11 0.16 0.2999
H 15.7513 18.0205 -8.7783 0.21 -0.27 0.06 0.2888
H 17.2701 18.6071 -7.9909 -0.05 -0.13 -0.15 0.2705
H 14.5766 19.9856 -7.4868 0.29 0.36 -0.10 0.2846
H 14.2560 18.6760 -5.4249 0.42 0.09 0.10 0.3186
H 15.6018 17.5685 -5.9861 -0.06 0.01 0.29 0.3222
H 14.1254 17.8133 -6.9309 -0.14 -0.53 0.14 0.3004
H 16.9684 19.7436 -5.9630 0.09 -0.10 0.02 0.3370
C 13.6432 6.0456 -3.1592 0.32 -0.14 0.29 -1.2719
C 13.5832 7.2098 -4.1584 0.86 -0.64 0.96 0.4635
C 14.5476 8.3770 -3.8545 -1.23 0.21 -0.08 -1.1805
O 13.8651 6.7037 -5.4217 -0.35 -0.32 -1.84 -0.5412
H 13.4389 6.3417 -2.1303 0.13 0.12 0.02 0.3452
H 14.6209 5.5666 -3.2119 0.40 0.33 0.23 0.3144
H 12.9986 5.1941 -3.3774 -0.53 0.41 -0.37 0.3349
H 12.5495 7.5508 -4.2158 0.04 0.33 0.05 0.2204
H 15.6074 8.2137 -4.0501 -0.03 -0.64 0.37 0.3480
H 14.3540 8.7275 -2.8407 0.37 0.14 0.03 0.3379
H 14.2921 9.1752 -4.5514 -0.13 0.20 0.08 0.2882
H 14.7754 6.4072 -5.4917 0.11 0.02 0.25 0.3416
C 9.8855 8.2324 -18.1489 -0.07 0.93 0.06 -1.3050
C 8.9523 7.2133 -17.5184 1.50 1.04 1.27 0.6454
C 7.5986 7.7665 -17.1007 -0.32 -0.87 -0.26 -1.2469
O 8.8663 6.1533 -18.4085 -1.36 -1.17 -0.64 -0.5539
H 10.9173 7.8842 -18.1970 -0.07 -0.36 -0.29 0.3728
H 9.9695 9.1836 -17.6232 -0.29 0.03 0.32 0.3354
H 9.5004 8.4730 -19.1399 0.21 -0.08 -0.16 0.3202
H 9.4125 6.8650 -16.5937 0.30 -0.13 0.29 0.1339
H 7.1279 7.1365 -16.3460 0.00 -0.47 -0.21 0.3175
H 6.9643 7.7370 -17.9867 -0.26 0.58 0.12 0.3342
H 7.6422 8.7204 -16.5751 0.27 0.29 -0.66 0.3258
H 9.7250 5.7697 -18.6013 0.10 0.21 0.17 0.3209
C 17.4183 10.6296 -14.7743 -0.42 -1.07 1.49 -1.1168
C 16.9689 9.1480 -14.7950 -0.50 0.10 -2.68 0.3208
C 15.5123 8.8977 -15.2496 -0.19 0.53 0.56 -1.1204
O 17.7615 8.4812 -15.8017 0.56 -0.56 0.79 -0.5550
H 18.4038 10.6398 -14.3088 0.12 0.17 -0.22 0.3167
H 16.7528 11.1368 -14.0757 -0.05 0.48 -0.20 0.2888
H 17.4608 11.1289 -15.7423 -0.26 -0.22 -0.01 0.3520
H 17.1199 8.6418 -13.8416 0.36 0.11 -0.07 0.2868
H 14.8114 9.2300 -14.4839 -0.18 0.14 0.04 0.2650
H 15.2809 7.8534 -15.4594 0.46 -0.14 0.27 0.3347
H 15.2717 9.4159 -16.1780 0.17 0.31 0.00 0.2903
H 17.7938 9.0254 -16.5919 -0.10 0.14 0.04 0.3381
```
Forces are in eV/Å.

Computed properties:
Energy: -2522.287929 Eh
Total charge: +1

***

Entry 4:
# C16H25NO3

A molecular structure, C16H25NO3 at a distorted geometry (ωB97M-V/def2-TZVPD, the Open Molecules 2025 dataset).

```
45
Properties=species:S:1:pos:R:3:forces:R:3:mulliken_charge:R:1
C 2.0834 2.9747 2.3592 -6.81 5.24 -2.55 -1.0526
H 2.9889 2.8906 2.6827 5.74 -1.24 1.40 0.5740
O 1.8737 2.5279 0.9062 0.36 3.74 6.47 -0.3951
C 2.0992 1.2298 0.8664 0.49 2.64 3.12 0.0683
C 1.8417 0.9309 -0.3341 1.54 -12.74 -4.06 0.3172
C 2.1546 -0.5788 -0.6579 -2.04 3.65 0.65 1.0537
C 2.5508 -1.5800 0.4206 -3.73 8.61 -7.16 -1.7945
C 2.6821 -0.8959 1.4946 3.07 -2.97 6.52 -0.6395
C 2.5497 0.4238 1.8473 -0.15 -1.60 1.81 -0.7444
H 2.5984 0.6274 2.9054 0.21 0.44 -0.19 0.3780
H 3.1132 -1.7310 2.1564 -0.57 2.06 0.93 0.1519
H 2.7296 -2.3693 -0.0822 1.58 -6.51 -1.73 0.9075
O 1.8669 -0.9892 -1.8820 0.68 -3.47 -0.16 -0.4476
C 1.4873 -0.4234 -3.1683 -2.92 2.07 4.65 -0.8823
C -0.1110 -0.3629 -3.1495 4.17 -6.42 -2.15 -0.5086
C -0.7168 0.4552 -2.1930 -4.66 5.63 -1.04 1.0168
C -2.3940 0.2485 -2.0382 3.28 0.59 -6.33 -0.7726
C -2.5924 -0.8867 -1.1043 -8.31 -0.85 -8.90 -0.8088
N -1.9447 -0.6442 -0.0883 8.28 -2.40 13.03 0.5302
C -1.7759 -1.9858 0.8517 -3.41 5.02 0.83 -0.9178
C -0.9254 -1.5594 2.0665 2.78 -13.99 -3.99 0.0580
O -1.1935 -0.6973 2.8589 -4.01 10.69 4.69 -0.2898
C -1.3769 0.5364 2.0009 0.00 2.34 4.98 0.1208
C -2.2683 0.2743 0.9111 -6.20 4.92 -4.47 -0.7026
H -2.3741 1.5656 0.1166 0.47 -3.22 2.70 0.1889
H -3.4748 0.1990 1.1940 2.71 -0.08 -0.32 0.2297
H -1.9209 1.3815 2.9087 1.95 -2.47 -3.35 0.2450
H -0.4100 0.8691 1.5509 -0.36 -0.24 0.99 -0.1671
H -0.8581 -2.6161 2.7982 -0.23 1.98 -2.10 0.2561
H 0.0519 -1.5395 1.7296 2.59 0.30 -1.20 -0.1412
H -1.4160 -2.6525 0.1328 0.64 -1.66 -0.27 0.5178
H -2.8798 -2.0418 1.2210 1.61 -0.98 -0.80 0.3247
H -2.3043 -1.8091 -1.6612 -0.34 0.32 0.70 0.3729
H -3.7611 -0.8392 -0.9097 1.04 -0.95 -0.32 0.2863
H -2.7916 1.2313 -1.7740 -0.26 -0.53 -0.14 0.3697
H -2.6331 -0.0187 -3.3346 -0.04 0.81 4.15 0.2930
H -0.6787 1.6958 -2.7535 0.32 -3.37 2.37 0.0829
H -0.3068 0.2708 -1.2315 0.50 0.82 0.71 -0.8500
H -0.3590 -0.3905 -4.2075 -0.77 0.64 -0.03 0.4685
H -0.1599 -1.5506 -2.8487 -0.70 2.42 -0.54 0.1088
H 1.8151 -1.0372 -3.9121 1.13 -1.63 -1.83 0.3776
H 1.9826 0.4848 -3.0382 0.59 2.11 -1.29 0.4338
H 1.8028 1.5418 -1.0872 -0.85 3.48 -3.90 0.8687
H 1.3685 2.6050 3.2077 0.81 0.37 -2.22 0.2728
H 1.9868 4.2348 2.2687 -0.18 -3.58 0.34 0.2410
```
Forces are in eV/Å.

Computed properties:
Energy: -904.528998 Eh